# 1
A molecular structure, C37H38CrN10O3S at a distorted geometry, computed with wB97M-V/def2-TZVPD.

## Properties
* total charge: +1
* expectation value of S²: 0.764
* highest occupied orbital energy (spin up / spin down): -0.3286 / -0.3297 Ha
* multiplicity: 2
* energy above the lowest of the compared OMol25 structures with the same formula, charge and spin: 2.9 kcal/mol
* orbital gap (spin up / spin down): 0.203 / 0.218 Ha
* LUMO energy (spin up / spin down): -3.43 / -3.05 eV

```
90
C37H38CrN10O3S | the Open Molecules 2025 dataset | wB97M-V/def2-TZVPD
Cr -0.134 -0.442 0.230
O 2.316 0.309 6.693
C 0.934 0.350 6.455
C 0.650 0.155 4.995
C -0.655 -0.068 4.552
C -0.879 -0.247 3.204
N 0.089 -0.220 2.292
C 1.348 0.027 2.697
C 1.659 0.196 4.047
C 2.333 0.087 1.615
C 3.703 0.122 1.852
C 4.595 0.166 0.788
C 6.080 0.189 1.047
O 6.424 0.969 2.162
C 4.056 0.202 -0.495
C 2.685 0.160 -0.653
N 1.820 0.082 0.359
H 2.486 0.516 7.617
H 0.505 1.318 6.760
H 0.416 -0.437 7.025
H -1.476 -0.108 5.248
H -1.878 -0.425 2.820
H 2.666 0.373 4.380
H 4.091 0.112 2.858
H 6.614 0.517 0.145
H 6.416 -0.828 1.287
H 6.187 1.889 1.996
H 4.691 0.266 -1.364
H 2.254 0.188 -1.644
S 0.883 2.671 1.383
C -0.738 2.515 0.905
C -1.577 3.634 1.105
C -2.865 3.622 0.655
C -3.318 2.471 0.002
C -2.459 1.410 -0.133
N -1.192 1.384 0.318
H -1.146 4.492 1.595
H -3.512 4.475 0.780
H -4.315 2.423 -0.408
H -2.780 0.523 -0.658
N -1.824 -1.337 0.320
C -2.809 -1.946 0.445
N -3.923 -2.602 0.516
C -5.155 -2.065 -0.052
C -5.969 -3.222 -0.643
O -6.189 -4.226 0.318
C -4.976 -4.769 0.772
C -4.123 -3.695 1.456
H -4.914 -1.329 -0.820
H -5.739 -1.585 0.744
H -5.442 -3.640 -1.514
H -6.954 -2.872 -0.954
H -4.419 -5.204 -0.072
H -5.233 -5.559 1.478
H -3.155 -4.096 1.757
H -4.656 -3.326 2.341
N 0.973 -5.604 -0.570
N 1.026 -4.411 0.051
N 1.903 -4.141 0.980
C 1.691 -2.858 1.213
N 0.710 -2.377 0.437
N 0.287 -3.389 -0.289
H 1.367 -6.349 -0.007
H 0.074 -5.792 -0.991
H 2.243 -2.302 1.940
C 1.998 -1.548 -6.506
C 1.959 -2.657 -5.676
C 1.367 -2.566 -4.435
C 0.802 -1.366 -3.976
C 0.842 -0.260 -4.833
C 1.432 -0.357 -6.079
C 0.314 -1.357 -2.603
C -0.210 -0.369 -1.844
C -0.683 0.865 -2.467
C -0.032 2.091 -2.303
C -0.515 3.233 -2.912
C -1.671 3.189 -3.677
C -2.360 1.992 -3.801
C -1.871 0.846 -3.206
H 2.460 -1.612 -7.479
H 2.399 -3.591 -5.994
H 1.340 -3.435 -3.790
H 0.418 0.680 -4.520
H 1.465 0.507 -6.727
H 0.488 -2.318 -2.126
H 0.866 2.138 -1.704
H 0.010 4.169 -2.788
H -2.025 4.079 -4.173
H -3.276 1.949 -4.372
H -2.406 -0.086 -3.311
```

***

# 2
A molecular structure, C19H31IrNO8Si at a distorted geometry, computed with wB97M-V/def2-TZVPD.

## Properties
* total charge: +1
* highest occupied orbital energy (spin up / spin down): -0.4725 / -0.4724 Ha
* orbital gap (spin up / spin down): 0.268 / 0.267 Ha
* LUMO energy (spin up / spin down): -5.57 / -5.58 eV

```
61
C19H31IrNO8Si | the Open Molecules 2025 dataset | wB97M-V/def2-TZVPD
Ir 1.150 0.392 -1.678
O 3.353 -3.265 -0.963
C 2.718 -2.189 -1.354
O 2.749 -1.115 -0.787
C 1.920 -2.330 -2.587
C 1.786 -3.467 -3.350
C 1.006 -3.402 -4.506
C 0.437 -2.199 -4.880
C 0.631 -1.100 -4.064
N 1.325 -1.181 -2.938
C 0.168 0.289 -4.324
O -0.413 0.610 -5.311
O 0.537 1.107 -3.328
H 3.874 -3.079 -0.164
H 2.281 -4.377 -3.042
H 0.859 -4.287 -5.110
H -0.153 -2.084 -5.780
C -0.384 -2.761 0.247
C -0.668 -2.119 1.602
C -1.755 -2.888 2.330
C 0.603 -2.046 2.440
O -1.200 -0.802 1.357
Si -0.487 0.638 1.164
O 0.804 0.505 0.056
O -1.644 1.682 0.686
C -2.230 2.009 -0.580
C -2.545 0.742 -1.371
C -3.540 2.729 -0.285
C -1.301 2.958 -1.322
O 0.116 1.143 2.560
C 0.978 2.252 2.920
C 0.682 3.470 2.056
C 2.424 1.808 2.731
C 0.701 2.550 4.382
H 0.061 -3.750 0.371
H 0.305 -2.123 -0.311
H -1.309 -2.858 -0.325
H -1.446 -3.922 2.494
H -2.673 -2.882 1.741
H -1.960 -2.421 3.293
H 0.923 -3.048 2.731
H 0.428 -1.455 3.339
H 1.413 -1.567 1.878
H -3.092 0.039 -0.741
H -1.637 0.227 -1.690
H -3.127 0.974 -2.263
H -4.220 2.061 0.245
H -4.011 3.061 -1.210
H -3.349 3.596 0.348
H -0.329 2.497 -1.524
H -1.102 3.838 -0.710
H -1.719 3.264 -2.281
H 0.979 3.291 1.018
H 1.234 4.333 2.429
H -0.384 3.697 2.075
H 2.582 1.476 1.703
H 2.655 0.979 3.402
H 3.103 2.634 2.944
H -0.328 2.889 4.511
H 1.377 3.325 4.744
H 0.842 1.649 4.980
```

***

# 3
8 unconnected molecules or ions with the total composition C35H74BF2NO17P2 at a distorted geometry, computed with wB97M-V/def2-TZVPD.

## Properties
* highest occupied orbital energy: -0.2965 Ha
* orbital gap: 0.312 Ha
* LUMO energy: 0.42 eV

```
132
C35H74BF2NO17P2 | the Open Molecules 2025 dataset | wB97M-V/def2-TZVPD
C -2.015 2.448 1.636
C -1.394 1.651 0.490
O -0.625 0.540 0.973
B 0.581 0.756 1.511
O 1.299 1.924 1.260
P 1.464 -0.588 2.649
F 0.527 -1.794 1.911
C 0.634 -0.992 4.253
C -0.711 -0.318 4.467
F -1.631 -0.634 3.498
N 2.836 -1.512 2.291
C 3.979 -1.143 1.882
C 5.210 -1.807 2.447
C 4.201 -0.128 0.786
P 2.639 0.995 3.724
O 1.687 1.937 4.418
H -2.918 2.939 1.268
H -1.342 3.203 2.051
H -2.285 1.727 2.414
H -0.836 2.273 -0.216
H -2.223 1.206 -0.071
H 1.169 2.594 1.945
H 1.256 -0.659 5.092
H 0.545 -2.075 4.350
H -0.608 0.765 4.563
H -1.120 -0.682 5.417
H 4.921 -2.744 2.923
H 5.965 -1.954 1.672
H 5.601 -1.122 3.211
H 4.946 -0.508 0.082
H 4.570 0.831 1.162
H 3.269 0.062 0.248
H 3.487 0.357 4.639
H 3.495 1.728 2.871
C 0.850 -2.027 -1.255
C 0.815 -0.737 -2.043
O 1.812 -0.712 -3.075
C 1.602 -1.266 -4.290
C 0.384 -2.128 -4.517
O 2.430 -1.092 -5.145
H 0.640 -2.886 -1.895
H 0.125 -2.011 -0.442
H 1.840 -2.182 -0.823
H -0.172 -0.536 -2.464
H 1.056 0.108 -1.398
H 0.662 -3.170 -4.360
H 0.057 -2.003 -5.543
H -0.460 -1.885 -3.878
C 7.590 -2.758 7.784
C 7.930 -1.896 6.587
O 6.768 -1.284 6.017
C 6.248 -0.127 6.470
C 6.737 0.460 7.773
O 5.354 0.380 5.845
H 7.162 -2.169 8.596
H 8.485 -3.257 8.157
H 6.857 -3.514 7.504
H 8.685 -1.143 6.819
H 8.336 -2.513 5.787
H 6.074 0.126 8.570
H 6.674 1.542 7.697
H 7.760 0.197 8.028
C -3.175 -5.622 5.761
C -1.844 -6.195 6.204
O -0.742 -5.395 5.767
C -0.298 -4.320 6.448
C -1.116 -3.771 7.595
O 0.713 -3.785 6.081
H -3.356 -4.640 6.198
H -3.989 -6.285 6.055
H -3.189 -5.507 4.677
H -1.802 -6.354 7.282
H -1.683 -7.165 5.736
H -1.751 -2.972 7.213
H -0.429 -3.351 8.326
H -1.737 -4.506 8.100
C -1.279 6.952 -2.382
C -1.610 5.486 -2.208
O -2.078 5.194 -0.884
C -3.351 5.392 -0.491
C -4.297 6.157 -1.386
O -3.673 5.023 0.607
H -2.166 7.573 -2.255
H -0.870 7.134 -3.374
H -0.551 7.272 -1.633
H -2.325 5.142 -2.958
H -0.716 4.875 -2.323
H -4.280 7.205 -1.088
H -5.299 5.766 -1.228
H -4.069 6.085 -2.446
C -4.904 -0.210 -4.163
C -3.535 0.269 -4.600
O -2.724 -0.806 -5.088
C -2.784 -1.244 -6.365
C -3.899 -0.775 -7.265
O -1.975 -2.059 -6.726
H -5.469 -0.633 -4.995
H -5.478 0.616 -3.742
H -4.803 -0.986 -3.403
H -3.593 1.070 -5.338
H -2.987 0.666 -3.746
H -4.709 -1.506 -7.219
H -3.513 -0.737 -8.281
H -4.290 0.209 -7.020
C 3.855 5.379 -4.408
C 3.269 5.794 -5.741
O 1.838 5.701 -5.759
C 1.043 6.671 -5.283
C 1.641 7.791 -4.459
O -0.143 6.594 -5.474
H 3.530 6.037 -3.602
H 4.944 5.405 -4.453
H 3.542 4.366 -4.157
H 3.587 6.795 -6.038
H 3.596 5.113 -6.524
H 1.556 7.529 -3.405
H 1.060 8.691 -4.643
H 2.681 8.010 -4.686
C -6.209 -5.616 -2.976
C -6.404 -6.001 -4.428
O -6.760 -4.878 -5.241
C -5.847 -4.044 -5.771
C -4.408 -4.115 -5.322
O -6.222 -3.208 -6.554
H -5.384 -4.914 -2.853
H -5.999 -6.500 -2.375
H -7.110 -5.137 -2.592
H -5.533 -6.512 -4.839
H -7.245 -6.686 -4.522
H -4.261 -3.381 -4.529
H -3.776 -3.847 -6.165
H -4.088 -5.091 -4.968
```

***

# 4
C8H11N in the gas phase at a distorted geometry, computed with wB97M-V/def2-TZVPD.

## Properties
* highest occupied orbital energy: -0.3067 Ha
* energy above the lowest of the compared OMol25 structures with the same formula, charge and spin: 28.4 kcal/mol
* orbital gap: 0.338 Ha
* LUMO energy: 0.86 eV

```
20
C8H11N | the Open Molecules 2025 dataset | wB97M-V/def2-TZVPD
C -2.584 -0.299 0.091
C -1.112 -0.059 -0.027
C -0.688 1.225 -0.093
C 0.618 1.910 -0.177
C 1.847 1.383 0.038
C 1.792 -0.050 0.434
N 2.467 -1.218 -0.101
C 1.100 -0.909 -0.558
C -0.263 -1.322 -0.101
H -2.955 -0.883 -0.764
H -3.145 0.615 0.155
H -2.838 -0.867 0.988
H -1.505 1.948 -0.094
H 0.547 2.967 -0.372
H 2.737 1.995 -0.033
H 1.409 -0.154 1.447
H 2.443 -1.958 0.619
H 1.111 -0.494 -1.558
H -0.724 -2.033 -0.785
H -0.257 -1.798 0.889
```